No. 1
15
Properties=species:S:1:pos:R:3:mulliken_charge:R:1 method="wB97M-V/def2-TZVPD" homo_ev=-8.334 e_above_lowest_kj_mol=299.3 gap_ev=9.11 energy_ha=-382.8508 lumo_energy_ev=0.8 smiles="CC=C(O)O.C=O"
C 3.0475 0.8274 -0.2307 -0.067
C -1.1520 -0.0689 -0.6520 -0.062
C -0.2965 -0.8413 -0.0018 0.366
C -2.1570 0.6213 0.1756 -1.120
O 3.2553 -0.1713 0.3767 -0.364
O 0.7136 -1.4036 -0.7135 -0.450
O -0.5591 -1.2892 1.2783 -0.479
H 3.3969 1.8833 0.1107 0.207
H 2.4625 0.8729 -1.1201 0.222
H -0.9127 0.3320 -1.6761 0.279
H -1.9037 1.5538 0.6735 0.257
H -2.4532 -0.1063 0.8881 0.352
H -3.0655 0.9294 -0.3582 0.314
H 1.0672 -2.1839 -0.2087 0.332
H -1.4435 -0.9554 1.4582 0.215

***

No. 2
15
Properties=species:S:1:pos:R:3:mulliken_charge:R:1 method="wB97M-V/def2-TZVPD" homo_ev=-13.844 total_charge=+1 e_above_lowest_kj_mol=170.9 gap_ev=9.70 energy_ha=-564.1144 lumo_energy_ev=-4.1 smiles="CC1=N[C@H](I)[NH2+]C1"
C 0.5252 0.6061 -0.1177 0.725
C 0.6697 -0.8935 0.3199 -0.560
C -1.4176 -0.2782 -0.7602 -0.463
C 1.3606 1.7436 0.2076 -1.275
N -0.5896 0.8297 -0.6671 -0.376
N -0.7124 -1.4562 0.2096 -0.265
I -3.4309 0.0744 0.0509 0.195
H 1.3673 -1.2204 -0.4037 0.328
H 0.8538 -1.0126 1.3357 0.394
H -1.4637 -0.6809 -1.7646 0.496
H 1.4697 1.9794 1.3112 0.307
H 0.8324 2.5585 -0.1353 0.410
H 2.3534 1.7872 -0.2482 0.329
H -0.6556 -2.2507 -0.4741 0.346
H -1.1620 -1.7865 1.1362 0.408